One molecule with the formula C3H9NS2 in a non-equilibrium geometry, computed with ωB97M-V/def2-TZVPD.

Each line ends with the natural charge from an NBO analysis.
Cartesian coordinates (Å):
1 N 2.430 0.691 0.168  -0.812
2 C 1.412 -0.192 0.748  -0.234
3 C 0.586 -1.011 -0.207  -0.619
4 S -0.144 -0.261 -1.595  0.134
5 S -1.143 1.421 -0.004  0.057
6 C -2.662 0.467 -0.322  -0.735
7 H 2.010 1.519 -0.077  0.352
8 H 2.710 0.236 -0.693  0.346
9 H 1.882 -0.886 1.483  0.188
10 H 0.668 0.424 1.324  0.208
11 H 1.185 -1.865 -0.514  0.231
12 H -0.211 -1.430 0.396  0.210
13 H -3.337 0.841 -1.127  0.233
14 H -2.337 -0.511 -0.339  0.223
15 H -3.049 0.556 0.759  0.218

Properties
Highest occupied orbital energy in eV: -9.014
SMILES: CSSCCN
Gap between HOMO and LUMO in eV: 7.75
Molar mass in g mol⁻¹: 123.25
Electronic energy in Eh: -970.75263
Spin multiplicity: 1
E_LUMO in eV: -1.26

A 2-piece molecular cluster, C3H9O overall in a non-equilibrium geometry, computed with ωB97M-V/def2-TZVPD.

Each line ends with the natural charge from an NBO analysis.
Cartesian coordinates (Å):
1 C -0.194 -1.679 2.167  -0.887
2 H -0.452 -0.925 1.411  0.310
3 H 0.081 -1.155 3.096  0.184
4 H -0.875 -2.425 2.582  0.188
5 H 0.743 -2.145 1.830  0.186
6 C -0.437 1.366 -0.889  0.019
7 O -1.074 0.629 0.007  -0.937
8 C 0.650 0.742 -1.891  -0.699
9 H -1.083 1.899 -1.627  0.048
10 H 0.105 2.270 -0.418  0.035
11 H 0.214 0.780 -2.892  0.178
12 H 1.707 0.964 -1.761  0.177
13 H 0.615 -0.323 -1.617  0.199

Properties
Highest occupied orbital energy in eV: -2.195
Gap between HOMO and LUMO in eV: 6.67
Net charge: -1
Molar mass in g mol⁻¹: 61.10
Electronic energy in Eh: -194.88994
Spin multiplicity: 1
E_LUMO in eV: 4.47

A 2-piece molecular cluster, C3H9O overall in a non-equilibrium geometry, computed with ωB97M-V/def2-TZVPD.

Each line ends with the natural charge from an NBO analysis.
Cartesian coordinates (Å):
1 C 0.720 -0.144 -2.192  -0.858
2 H -0.198 0.391 -1.976  0.235
3 H 1.401 0.274 -1.442  0.203
4 H 0.673 -1.204 -1.938  0.209
5 H 1.084 -0.087 -3.211  0.215
6 C -0.689 0.780 1.057  -0.149
7 O -1.308 0.728 -0.142  -0.276
8 C -0.272 -0.582 1.607  -0.661
9 H 0.181 1.435 0.950  0.205
10 H -1.369 1.220 1.797  0.224
11 H -0.246 -1.359 0.878  0.228
12 H 0.738 -0.574 2.055  0.210
13 H -0.715 -0.877 2.556  0.215

Properties
Highest occupied orbital energy (spin up / spin down) in eV: -10.794 / -10.185
Gap between HOMO and LUMO (spin up / spin down) in eV: 11.84 / 8.79
Molar mass in g mol⁻¹: 61.10
Electronic energy in Eh: -194.83133
Spin multiplicity: 2
E_LUMO (spin up / spin down) in eV: 1.05 / -1.40

A 2-piece molecular cluster, C3H9O2 overall in a non-equilibrium geometry, computed with ωB97M-V/def2-TZVPD.

Each line ends with the natural charge from an NBO analysis.
Cartesian coordinates (Å):
1 C 1.876 -1.131 0.671  -0.183
2 O 1.079 -1.271 1.730  -0.972
3 H 2.244 -2.110 0.307  0.082
4 H 1.284 -0.663 -0.162  0.076
5 H 2.867 -0.495 0.959  0.043
6 C -0.632 1.096 -0.700  -0.052
7 O -1.629 1.389 -1.628  -0.757
8 C -1.195 0.150 0.356  -0.714
9 H 0.134 0.549 -1.281  0.154
10 H -0.139 2.090 -0.418  0.170
11 H -2.110 0.621 -1.869  0.456
12 H -1.596 -0.781 0.111  0.200
13 H -0.291 -0.114 0.990  0.317
14 H -1.891 0.670 0.934  0.180

Properties
Highest occupied orbital energy in eV: -2.160
Gap between HOMO and LUMO in eV: 5.93
Net charge: -1
Molar mass in g mol⁻¹: 77.10
Electronic energy in Eh: -270.11237
Spin multiplicity: 1
E_LUMO in eV: 3.77

A 2-piece molecular cluster, C3H9O2 overall in a non-equilibrium geometry, computed with ωB97M-V/def2-TZVPD.

Each line ends with the natural charge from an NBO analysis.
Cartesian coordinates (Å):
1 C -0.165 0.387 1.035  0.017
2 O -0.484 1.623 1.347  -0.923
3 C -0.455 -0.091 -0.421  -0.417
4 C -2.026 -0.569 -0.527  -0.634
5 H -0.406 -0.401 1.786  0.075
6 H 0.985 0.156 0.981  -0.017
7 H 0.179 -0.986 -0.628  0.155
8 H -0.339 0.673 -1.165  0.186
9 H -2.372 -0.710 -1.571  0.167
10 H -2.595 0.347 -0.179  0.214
11 H -2.269 -1.458 -0.002  0.183
12 H 3.237 0.709 0.432  0.480
13 H 2.966 0.070 -0.829  0.470
14 O 3.743 0.250 -0.259  -0.956

Properties
Highest occupied orbital energy in eV: -2.324
Gap between HOMO and LUMO in eV: 6.65
Net charge: -1
Molar mass in g mol⁻¹: 77.10
Electronic energy in Eh: -270.14340
Spin multiplicity: 1
E_LUMO in eV: 4.32

An isolated ion of composition C3H9O2S and charge +1 in a non-equilibrium geometry, computed with ωB97M-V/def2-TZVPD.

Each line ends with the natural charge from an NBO analysis.
Cartesian coordinates (Å):
1 C 2.220 -0.393 -0.284  -0.294
2 C -1.636 -1.340 -0.500  -0.670
3 C -0.718 1.570 0.691  -0.805
4 O 0.331 0.946 -1.626  -0.633
5 O 0.975 -0.270 0.425  -0.613
6 S -0.196 0.281 -0.460  1.799
7 H 2.668 0.701 -0.454  0.232
8 H 2.226 -0.879 -1.161  0.217
9 H 2.941 -0.872 0.538  0.257
10 H -1.218 -2.185 -0.821  0.200
11 H -2.447 -0.964 -1.236  0.247
12 H -1.733 -1.514 0.523  0.218
13 H -1.283 1.220 1.473  0.272
14 H -1.074 2.437 0.153  0.292
15 H 0.157 2.070 1.136  0.283

Properties
Highest occupied orbital energy (spin up / spin down) in eV: -11.543 / -16.807
Gap between HOMO and LUMO (spin up / spin down) in eV: 8.08 / 7.47
Net charge: +1
Molar mass in g mol⁻¹: 109.17
Electronic energy in Eh: -667.80017
Spin multiplicity: 3
E_LUMO (spin up / spin down) in eV: -3.47 / -9.34

A 2-piece molecular cluster, C3H9O3 overall in a non-equilibrium geometry, computed with ωB97M-V/def2-TZVPD.

Each line ends with the natural charge from an NBO analysis.
Cartesian coordinates (Å):
1 C 0.673 -0.194 0.632  0.004
2 O 0.861 -0.429 -0.675  -0.969
3 C -0.868 -0.255 1.098  -0.485
4 C -1.805 0.334 0.080  -0.097
5 O -2.722 -0.593 -0.631  -0.763
6 H 1.235 -0.868 1.343  0.084
7 H 0.868 0.840 0.937  0.069
8 H -0.835 0.424 1.947  0.173
9 H -1.240 -1.187 1.542  0.184
10 H -2.413 1.168 0.432  0.151
11 H -1.175 0.619 -0.772  0.207
12 H -2.066 -1.167 -1.057  0.467
13 H 3.559 1.002 -1.288  0.448
14 H 2.602 -0.107 -1.581  0.522
15 O 3.326 0.413 -2.008  -0.996

Properties
Highest occupied orbital energy in eV: -3.124
Gap between HOMO and LUMO in eV: 7.38
Net charge: -1
Molar mass in g mol⁻¹: 93.10
Electronic energy in Eh: -345.40579
Spin multiplicity: 1
E_LUMO in eV: 4.25

A 2-piece molecular cluster, C3H9O3 overall in a non-equilibrium geometry, computed with ωB97M-V/def2-TZVPD.

Each line ends with the natural charge from an NBO analysis.
Cartesian coordinates (Å):
1 C 0.651 -0.155 0.658  0.022
2 O 0.844 0.820 -0.231  -0.946
3 C -0.857 -0.417 1.028  -0.459
4 C -1.659 -0.610 -0.249  -0.088
5 O -3.106 -0.462 -0.118  -0.768
6 H 1.117 -1.276 0.348  0.015
7 H 1.122 -0.018 1.660  0.086
8 H -1.116 0.559 1.435  0.191
9 H -1.013 -1.266 1.828  0.164
10 H -1.451 0.267 -0.904  0.206
11 H -1.388 -1.653 -0.555  0.148
12 H -3.567 -0.959 -0.798  0.452
13 H 3.329 0.836 -1.721  0.462
14 H 2.887 0.852 -0.235  0.517
15 O 3.675 0.799 -0.827  -1.002

Properties
Highest occupied orbital energy in eV: -2.997
Gap between HOMO and LUMO in eV: 6.71
Net charge: -1
Molar mass in g mol⁻¹: 93.10
Electronic energy in Eh: -345.39515
Spin multiplicity: 1
E_LUMO in eV: 3.71

Respective energy relative to the best compared isomer or geometry (same formula, charge and spin) values: 207.7 64.7 69.1 192.6 111.2 276.6 73.0 101.0 kJ/mol.